P | The following is a quantum chemistry calculation of C2H3NO2 in the gas phase, from OMol25.

Geometry as XYZ:
```
8
C2H3NO2 | OMol25 | the ωB97M-V functional and the def2-TZVPD basis
C -0.12 0.58 -0.02
C 1.28 -0.12 -0.09
H -2.12 0.12 0.19
H -1.08 -1.29 0.19
H 1.14 -1.25 -0.21
N -1.18 -0.26 -0.05
O -0.23 1.78 -0.05
O 2.31 0.46 0.04
```

Properties
SMILES: NC(=O)C=O
molecular weight: 73.05 g/mol
spin multiplicity: 1

Atomic partial charges in e from the natural (NBO) method, atoms 1 to 4: 0.5487, 0.3594, 0.4149, 0.3972

=====

Q | The following is a quantum chemistry calculation of 2 unconnected molecules or ions with the total composition C2H3NO2, from OMol25.

Geometry as XYZ:
```
8
C2H3NO2 | OMol25 | the ωB97M-V functional and the def2-TZVPD basis
C 0.38 0.35 0.18
C -0.83 -0.08 -0.16
N -3.75 -0.50 -0.10
O -4.62 0.19 0.08
O -1.99 0.63 -0.01
H 1.22 -0.43 0.02
H 0.69 1.38 0.49
H -0.94 -1.02 -0.51
```

Properties
molecular weight: 73.05 g/mol
spin multiplicity: 1

Atomic partial charges in e from the natural (NBO) method, atoms 1 to 4: -0.5283, 0.1228, 0.5256, -0.0687

=====

Name the most stable of them. P.

=====

P | The following is a quantum chemistry calculation of 2 unconnected molecules or ions with the total composition C2H3NO2, from OMol25.

Geometry as XYZ:
```
8
C2H3NO2 | OMol25 | the ωB97M-V functional and the def2-TZVPD basis
C 1.92 -0.30 0.30
C -1.09 -0.26 -0.07
N 2.48 0.71 0.61
O 1.60 -1.39 0.13
O -1.34 0.87 0.09
H -0.55 -0.75 0.77
H -1.19 -0.70 -1.03
H 2.32 1.67 0.91
```

Properties
SMILES: N=C=O.C=O
molecular weight: 73.05 g/mol
spin multiplicity: 1

Atomic partial charges in e from the natural (NBO) method, atoms 1 to 4: 0.8505, 0.2705, -0.7660, -0.5250

=====

Q | The following is a quantum chemistry calculation of C2H3NO2 in the gas phase, from OMol25.

Geometry as XYZ:
```
8
C2H3NO2 | OMol25 | the ωB97M-V functional and the def2-TZVPD basis
C 0.18 -0.86 0.86
C 0.47 0.26 -0.17
N 2.29 -1.10 -0.28
O 1.87 0.09 -0.51
O 1.40 -1.78 0.17
H -0.71 -1.42 0.62
H -0.09 0.01 -1.21
H 0.40 1.25 0.22
```

Properties
molecular weight: 73.05 g/mol
spin multiplicity: 1

Atomic partial charges in e from the natural (NBO) method, atoms 1 to 4: -0.2587, -0.1933, 0.4010, -0.2736

=====

R | The following is a quantum chemistry calculation of C2H3NO2 in the gas phase, from OMol25.

Geometry as XYZ:
```
8
C2H3NO2 | OMol25 | the ωB97M-V functional and the def2-TZVPD basis
C 0.05 -1.16 0.76
C -0.20 -0.08 -0.23
N 0.13 -1.85 1.70
O 0.76 -0.08 -1.32
O -0.28 1.13 0.38
H -1.31 -0.28 -0.63
H 0.47 0.84 -1.56
H 0.39 1.48 0.90
```

Properties
SMILES: N#CC(O)O
molecular weight: 73.05 g/mol
spin multiplicity: 1

Atomic partial charges in e from the natural (NBO) method, atoms 1 to 4: 0.2167, 0.2778, -0.2767, -0.6783

=====

S | The following is a quantum chemistry calculation of 2 unconnected molecules or ions with the total composition C2H3NO2, from OMol25.

Geometry as XYZ:
```
8
C2H3NO2 | OMol25 | the ωB97M-V functional and the def2-TZVPD basis
C 1.52 -1.14 -0.23
C -1.55 0.47 0.20
N 1.67 -0.02 0.00
O -1.52 -0.71 0.00
O 2.02 1.11 0.17
H 0.92 -1.94 -0.71
H -1.58 1.02 1.23
H -1.48 1.22 -0.65
```

Properties
SMILES: C#[N+][O-].C=O
molecular weight: 73.05 g/mol
spin multiplicity: 1

Atomic partial charges in e from the natural (NBO) method, atoms 1 to 4: -0.0569, 0.2860, 0.1947, -0.5116

=====

Name the most stable of them. P.

=====

P | The following is a quantum chemistry calculation of 2 unconnected molecules or ions with the total composition C2H3NO2, from OMol25.

Geometry as XYZ:
```
8
C2H3NO2 | OMol25 | the ωB97M-V functional and the def2-TZVPD basis
C 1.91 0.67 -0.19
C -1.48 -0.16 -0.01
N 1.63 -0.36 0.22
O -0.95 0.78 -0.52
O -0.90 -1.16 0.58
H 2.24 1.74 -0.55
H 0.17 -1.04 0.70
H -2.61 -0.47 -0.23
```

Properties
SMILES: O=CO.C#N
molecular weight: 73.05 g/mol
spin multiplicity: 1

Atomic partial charges in e from the natural (NBO) method, atoms 1 to 4: 0.1938, 0.6655, -0.4113, -0.6282

=====

Q | The following is a quantum chemistry calculation of C2H3NO2 in the gas phase, from OMol25.

Geometry as XYZ:
```
8
C2H3NO2 | OMol25 | the ωB97M-V functional and the def2-TZVPD basis
C 0.84 0.83 -0.29
C -0.48 -1.03 0.33
N -0.36 0.41 -0.04
O 0.36 -1.94 0.05
O -1.38 1.06 -0.03
H 0.80 1.92 -0.67
H 1.69 0.16 -0.21
H -1.47 -1.41 0.87
```

Properties
SMILES: C=[N+]([O-])C=O
molecular weight: 73.05 g/mol
spin multiplicity: 1

Atomic partial charges in e from the natural (NBO) method, atoms 1 to 4: -0.2009, 0.4896, 0.0553, -0.4981

=====

R | The following is a quantum chemistry calculation of 2 unconnected molecules or ions with the total composition C2H3NO2, from OMol25.

Geometry as XYZ:
```
8
C2H3NO2 | OMol25 | the ωB97M-V functional and the def2-TZVPD basis
C -0.93 -0.25 -0.31
C -0.30 -1.06 0.62
N -1.31 0.66 -0.87
O 1.08 1.52 -0.14
O 1.52 0.29 -0.40
H -0.49 -0.68 1.59
H 0.05 -2.13 0.32
H 0.38 1.65 -0.81
```

Properties
molecular weight: 73.05 g/mol
spin multiplicity: 1

Atomic partial charges in e from the natural (NBO) method, atoms 1 to 4: 0.2217, -0.3250, -0.3572, -0.3225

=====

Name the most stable of them. P.

=====

P | The following is a quantum chemistry calculation of 3 unconnected molecules or ions with the total composition C2H9NO4, from OMol25.

Geometry as XYZ:
```
16
C2H9NO4 | OMol25 | the ωB97M-V functional and the def2-TZVPD basis
O -1.31 1.25 1.09
C -1.24 0.04 1.24
N -0.17 -0.73 0.95
C 0.85 0.02 0.19
O 0.55 -0.02 -1.19
H -2.15 -0.40 1.68
H -0.13 -1.72 1.01
H 0.90 1.07 0.44
H 1.78 -0.52 0.32
H 0.22 0.81 -1.56
H 2.14 -2.51 -0.17
H 0.72 -2.42 -0.89
O 1.45 -3.00 -0.64
H -0.94 2.33 -0.20
H -1.77 2.84 -1.33
O -0.90 2.96 -0.94
```

Properties
SMILES: O=CNCO.O.O
molecular weight: 111.10 g/mol
spin multiplicity: 1

Atomic partial charges in e from the natural (NBO) method, atoms 1 to 4: -0.6569, 0.5450, -0.6368, 0.0755

=====

Q | The following is a quantum chemistry calculation of 3 unconnected molecules or ions with the total composition C2H9NO4, from OMol25.

Geometry as XYZ:
```
16
C2H9NO4 | OMol25 | the ωB97M-V functional and the def2-TZVPD basis
O -0.31 -0.17 0.39
C 0.80 -0.19 -0.04
O 1.23 -1.05 -0.97
C 1.93 0.73 0.40
N 1.44 1.82 1.15
H 0.50 -1.64 -1.25
H 2.58 0.02 0.96
H 2.47 0.96 -0.52
H 0.72 1.63 1.80
H 2.10 2.51 1.46
H -3.50 1.67 0.72
H -2.37 1.45 -0.27
O -2.54 1.80 0.61
H -1.22 -3.80 -1.61
H -2.33 -2.78 -1.61
O -1.50 -2.97 -1.22
```

Properties
SMILES: NCC(=O)O.O.O
molecular weight: 111.10 g/mol
spin multiplicity: 1

Atomic partial charges in e from the natural (NBO) method, atoms 1 to 4: -0.5920, 0.7897, -0.7033, -0.3198

=====

Name the most stable of them. Q.

=====

P | The following is a quantum chemistry calculation of 3 unconnected molecules or ions with the total composition C2H9NO4, from OMol25.

Geometry as XYZ:
```
16
C2H9NO4 | OMol25 | the ωB97M-V functional and the def2-TZVPD basis
C -0.41 -0.34 -2.08
N -1.40 0.29 -1.20
C -1.05 0.96 -0.09
O -0.06 0.29 0.60
O -1.48 2.00 0.32
H -0.46 -1.42 -2.02
H 0.58 -0.03 -1.78
H -0.56 -0.02 -3.10
H -2.27 0.53 -1.64
H -0.09 0.66 1.50
H 0.89 -2.47 1.32
H -0.39 -1.69 1.06
O -0.06 -2.57 1.28
H 2.81 -0.53 0.95
H 2.80 0.94 0.50
O 3.37 0.18 0.63
```

Properties
SMILES: CNC(=O)O.O.O
molecular weight: 111.10 g/mol
spin multiplicity: 1

Atomic partial charges in e from the natural (NBO) method, atoms 1 to 4: -0.4128, -0.6439, 0.8799, -0.7486

=====

Q | The following is a quantum chemistry calculation of 3 unconnected molecules or ions with the total composition C2H9NO4, from OMol25.

Geometry as XYZ:
```
16
C2H9NO4 | OMol25 | the ωB97M-V functional and the def2-TZVPD basis
C -1.49 -0.35 -1.46
N -0.30 -0.85 -0.72
C 0.53 0.07 -0.16
O 1.10 0.99 -0.94
O 0.88 0.06 1.01
H -1.18 0.54 -1.99
H -1.77 -1.06 -2.22
H -2.24 0.03 -0.78
H -0.64 -1.59 -0.08
H 0.77 1.09 -1.83
H 0.49 -3.07 1.24
H 0.36 -1.51 1.52
O -0.12 -2.37 1.49
H 1.76 2.53 2.22
H 0.70 2.49 1.01
O 1.15 3.01 1.67
```

Properties
SMILES: CNC(=O)O.O.O
molecular weight: 111.10 g/mol
spin multiplicity: 1

Atomic partial charges in e from the natural (NBO) method, atoms 1 to 4: -0.4135, -0.6736, 0.8904, -0.6733

=====

Name the most stable of them. P.

=====

P | The following is a quantum chemistry calculation of C5H6FN in the gas phase, from OMol25.

Geometry as XYZ:
```
13
C5H6FN | OMol25 | the ωB97M-V functional and the def2-TZVPD basis
C 1.84 -0.58 0.10
C 0.44 -0.08 -0.27
C -0.08 1.18 -0.19
C -1.91 -0.26 -0.07
C -0.68 -1.01 -0.31
H 1.80 -1.18 1.05
H 2.69 0.23 0.64
H 2.54 -0.88 -0.96
H 0.41 2.26 0.23
H -1.94 1.96 -0.07
H -0.47 -2.10 -0.17
N -1.45 1.11 -0.05
F -3.19 -0.65 0.07
```

Properties
SMILES: Cc1c[nH]c(F)c1
molecular weight: 99.11 g/mol
spin multiplicity: 1

Atomic partial charges in e from the natural (NBO) method, atoms 1 to 4: -0.6523, -0.1399, -0.0541, 0.5197

=====

Q | The following is a quantum chemistry calculation of 2 unconnected molecules or ions with the total composition C5H6FN, from OMol25.

Geometry as XYZ:
```
13
C5H6FN | OMol25 | the ωB97M-V functional and the def2-TZVPD basis
C -0.26 1.72 0.03
C 1.99 0.46 0.10
C 0.87 0.95 -0.04
C 3.10 -0.44 -0.12
C -3.08 -0.60 0.03
N -1.26 2.24 0.14
F -1.84 -1.05 -0.18
H -3.75 -1.21 -0.39
H 3.82 -0.54 0.84
H 2.81 -1.39 -0.35
H 3.84 0.03 -0.75
H -3.09 0.49 -0.40
H -3.14 -0.65 1.09
```

Properties
SMILES: CC#CC#N.CF
molecular weight: 99.11 g/mol
spin multiplicity: 1

Atomic partial charges in e from the natural (NBO) method, atoms 1 to 4: 0.2367, 0.1590, -0.1592, -0.6968

=====

Name the most stable of them. P.